The following is a quantum chemistry calculation of a molecular structure, C46H52BBeF4N8O2 in a non-equilibrium geometry, from the Open Molecules 2025 dataset.

Each line ends with the Löwdin charge.
Element x y z (Å)
Be  1.55  -0.07  -1.82  0.95
B  0.04  -0.42  0.76  -1.37
F  0.24  -1.62  1.43  0.13
F  1.28  0.21  0.54  0.10
F  -0.48  -0.66  -0.54  0.08
F  -0.87  0.37  1.45  0.14
N  -0.31  -0.58  -3.65  0.03
C  -0.03  -0.88  -4.93  -0.16
C  -0.96  -1.06  -5.94  -0.05
C  -2.31  -0.95  -5.60  -0.03
C  -2.63  -0.63  -4.27  -0.02
C  -1.59  -0.40  -3.36  -0.14
H  1.02  -0.88  -5.23  0.10
H  -0.61  -1.28  -6.94  0.11
H  -3.12  -1.05  -6.32  0.11
H  -3.67  -0.59  -3.98  0.10
H  -1.78  -0.07  -2.35  0.08
N  -5.43  0.75  -2.40  0.05
C  -4.58  1.79  -2.49  -0.14
C  -3.52  1.99  -1.57  -0.06
C  -3.39  1.05  -0.57  -0.10
C  -4.23  -0.03  -0.47  -0.07
C  -5.27  -0.13  -1.40  -0.13
H  -4.71  2.54  -3.25  0.10
H  -2.80  2.79  -1.68  0.08
H  -2.61  1.14  0.18  0.09
H  -4.19  -0.76  0.32  0.10
H  -5.84  -1.05  -1.37  0.11
N  1.23  -2.59  -2.20  0.04
C  1.78  -3.22  -3.26  -0.16
C  1.60  -4.54  -3.55  -0.05
C  0.90  -5.36  -2.65  -0.04
C  0.47  -4.77  -1.47  -0.03
C  0.58  -3.39  -1.33  -0.11
H  2.22  -2.61  -4.04  0.10
H  2.09  -5.02  -4.39  0.11
H  0.94  -6.44  -2.66  0.12
H  -0.16  -5.34  -0.79  0.11
H  0.29  -2.95  -0.38  0.09
N  3.56  -1.21  -0.70  0.06
C  3.39  -1.65  0.56  -0.12
C  4.43  -1.98  1.42  -0.04
C  5.75  -1.72  1.04  -0.05
C  5.92  -1.30  -0.26  -0.06
C  4.84  -1.11  -1.11  -0.13
H  2.41  -1.70  1.02  0.10
H  4.17  -2.23  2.44  0.12
H  6.61  -1.83  1.68  0.12
H  6.95  -1.15  -0.57  0.11
H  5.01  -0.86  -2.15  0.11
N  -2.05  -1.93  7.06  0.06
C  -0.90  -2.62  7.25  -0.13
C  0.03  -2.84  6.22  -0.07
C  -0.22  -2.29  4.97  -0.09
C  -1.36  -1.54  4.80  -0.09
C  -2.23  -1.35  5.86  -0.15
H  -0.74  -2.98  8.25  0.10
H  0.94  -3.38  6.41  0.10
H  0.54  -2.31  4.20  0.10
H  -1.53  -0.91  3.93  0.09
H  -3.16  -0.80  5.75  0.10
N  0.03  2.01  -1.78  0.07
C  -0.19  2.73  -0.68  -0.12
C  -0.70  4.04  -0.74  -0.02
C  -0.70  4.68  -1.96  -0.05
C  -0.34  3.98  -3.11  -0.06
C  -0.06  2.62  -2.99  -0.14
H  -0.05  2.26  0.28  0.10
H  -0.91  4.65  0.13  0.10
H  -0.94  5.73  -2.11  0.12
H  -0.41  4.38  -4.11  0.11
H  -0.01  2.00  -3.87  0.10
N  -3.58  -4.50  -1.47  0.06
C  -2.94  -3.41  -1.05  -0.16
C  -2.47  -3.24  0.26  -0.08
C  -2.76  -4.25  1.15  -0.07
C  -3.37  -5.43  0.72  -0.07
C  -3.69  -5.55  -0.62  -0.14
H  -2.83  -2.65  -1.82  0.09
H  -2.06  -2.29  0.57  0.08
H  -2.48  -4.14  2.19  0.11
H  -3.55  -6.24  1.41  0.10
H  -4.05  -6.49  -1.03  0.10
N  -2.71  5.72  2.90  0.05
C  -3.65  4.76  3.00  -0.12
C  -3.29  3.42  3.18  -0.07
C  -1.96  3.06  3.23  -0.09
C  -0.99  4.03  2.99  -0.08
C  -1.43  5.35  2.88  -0.17
H  -4.67  5.12  2.93  0.10
H  -4.04  2.64  3.18  0.10
H  -1.66  2.04  3.39  0.09
H  0.04  3.72  2.93  0.08
H  -0.68  6.11  2.69  0.10
C  5.16  2.87  -1.11  0.00
C  3.67  2.73  -1.32  -0.45
O  3.06  1.73  -0.95  0.00
C  2.96  3.91  -1.95  0.01
H  5.58  3.06  -2.10  0.10
H  5.60  1.97  -0.70  0.07
H  5.28  3.65  -0.36  0.10
H  3.16  3.85  -3.02  0.11
H  3.40  4.81  -1.53  0.10
H  1.92  3.88  -1.67  0.05
C  4.20  1.64  2.26  0.00
C  2.82  2.26  2.29  -0.47
O  2.58  3.32  1.74  0.06
C  1.79  1.49  3.06  -0.01
H  4.79  2.16  3.02  0.10
H  4.76  1.81  1.34  0.06
H  4.20  0.58  2.48  0.07
H  0.74  1.77  3.04  0.06
H  2.11  1.59  4.11  0.11
H  1.80  0.45  2.76  0.07

The total charge is +1. Its strongest force on any atom is 2.6 eV Å⁻¹. As for the highest occupied orbital energy: -0.410 Ha. The calculation puts the total energy at -76507.631 eV. For the gap between HOMO and LUMO, the calculation gives 6.71 eV.

***

The following is a quantum chemistry calculation of a molecular structure, C27H56CaNO8 in a non-equilibrium geometry, from the Open Molecules 2025 dataset.

Each line ends with the Löwdin charge.
Element x y z (Å)
Ca  -8.28  -13.39  4.20  1.67
O  -6.98  -17.29  4.54  0.13
C  -7.65  -16.12  4.65  -0.80
O  -8.74  -15.92  4.06  -0.07
O  -7.12  -15.18  5.31  -0.15
H  -6.20  -17.07  5.10  0.10
C  -2.14  -18.23  4.05  -0.15
C  -3.55  -17.71  4.42  -0.16
C  -4.19  -18.94  5.06  -0.24
O  -3.14  -19.77  5.47  -0.13
C  -2.12  -19.70  4.49  -0.19
H  -1.39  -17.70  4.64  0.11
H  -1.90  -18.06  3.00  0.11
H  -4.13  -17.47  3.52  0.10
H  -3.44  -16.89  5.13  0.11
H  -4.78  -19.50  4.31  0.13
H  -4.87  -18.73  5.89  0.10
H  -2.40  -20.40  3.69  0.12
H  -1.16  -20.02  4.90  0.12
C  -10.63  -11.62  7.80  -0.13
C  -10.25  -13.06  8.19  -0.12
C  -9.25  -13.53  7.12  -0.18
O  -9.23  -12.52  6.10  -0.33
C  -9.62  -11.28  6.70  -0.17
H  -10.52  -10.96  8.65  0.12
H  -11.64  -11.54  7.42  0.12
H  -11.20  -13.60  8.13  0.12
H  -9.86  -13.24  9.19  0.12
H  -9.36  -14.52  6.67  0.12
H  -8.24  -13.56  7.56  0.11
H  -10.05  -10.58  5.97  0.13
H  -8.73  -10.83  7.15  0.13
C  -8.97  -15.06  -1.47  -0.17
C  -9.19  -16.35  -0.68  -0.13
C  -9.20  -15.84  0.78  -0.20
O  -9.71  -14.52  0.68  -0.16
C  -9.70  -14.01  -0.65  -0.20
H  -9.33  -15.14  -2.49  0.11
H  -7.92  -14.76  -1.58  0.10
H  -8.47  -17.13  -0.92  0.12
H  -10.19  -16.71  -0.92  0.11
H  -8.18  -15.77  1.18  0.10
H  -9.85  -16.47  1.38  0.10
H  -9.24  -13.02  -0.65  0.11
H  -10.73  -13.94  -1.02  0.12
C  -13.10  -17.86  3.27  -0.17
C  -14.00  -17.30  2.19  -0.17
C  -12.92  -16.81  1.22  -0.17
O  -12.17  -16.00  2.16  -0.19
C  -11.99  -16.77  3.36  -0.19
H  -12.72  -18.84  2.99  0.11
H  -13.57  -17.97  4.25  0.11
H  -14.66  -16.50  2.47  0.12
H  -14.62  -18.09  1.75  0.12
H  -13.35  -16.09  0.52  0.12
H  -12.26  -17.51  0.72  0.12
H  -12.03  -16.25  4.31  0.11
H  -10.99  -17.21  3.30  0.09
C  -4.52  -14.22  1.48  -0.14
C  -5.59  -13.66  0.53  -0.15
C  -6.47  -12.86  1.48  -0.15
O  -6.46  -13.63  2.73  -0.35
C  -5.33  -14.58  2.72  -0.14
H  -3.80  -13.42  1.65  0.12
H  -4.02  -15.09  1.06  0.12
H  -6.09  -14.49  0.04  0.11
H  -5.14  -13.08  -0.27  0.13
H  -7.50  -12.73  1.12  0.11
H  -6.02  -11.92  1.81  0.13
H  -5.81  -15.55  2.64  0.12
H  -4.80  -14.41  3.66  0.13
C  -6.55  -18.08  12.10  -0.08
C  -6.08  -17.10  11.04  -0.25
N  -6.05  -17.69  9.70  -0.19
C  -5.35  -18.95  9.55  -0.26
C  -3.82  -18.90  9.65  -0.08
C  -5.64  -16.69  8.72  -0.26
C  -6.67  -15.60  8.43  -0.10
H  -7.44  -18.63  11.78  0.08
H  -6.79  -17.60  13.05  0.07
H  -5.74  -18.79  12.26  0.07
H  -6.64  -16.17  10.96  0.10
H  -5.05  -16.80  11.31  0.11
H  -5.69  -19.69  10.27  0.10
H  -5.65  -19.37  8.58  0.11
H  -3.37  -18.38  8.81  0.06
H  -3.56  -18.42  10.59  0.07
H  -3.44  -19.92  9.62  0.08
H  -5.49  -17.23  7.78  0.10
H  -4.67  -16.25  9.00  0.12
H  -7.54  -16.07  7.96  0.07
H  -6.18  -15.00  7.65  0.06
H  -7.00  -14.88  9.18  0.06

The total charge is +1. Its strongest force on any atom is 2.6 eV Å⁻¹. As for the highest occupied orbital energy: -0.361 Ha. The calculation puts the total energy at -65211.251 eV. For the gap between HOMO and LUMO, the calculation gives 6.33 eV.

***

The following is a quantum chemistry calculation of a molecular structure, C12H29N5O8Sr in a non-equilibrium geometry, from the Open Molecules 2025 dataset.

Each line ends with the natural charge from an NBO analysis.
Element x y z (Å)
Sr  -1.10  0.58  -0.23  1.82
C  -6.27  2.95  -4.50  -0.72
C  -5.18  2.45  -3.54  0.74
O  -4.09  2.02  -3.99  -0.80
O  -5.27  2.56  -2.31  -0.78
H  -6.28  4.04  -4.51  0.21
H  -7.29  2.71  -4.22  0.22
H  -6.05  2.67  -5.52  0.21
C  -5.39  -2.63  4.47  -0.72
C  -4.36  -1.98  3.54  0.74
O  -4.21  -2.53  2.42  -0.78
O  -3.75  -0.92  3.83  -0.79
H  -5.02  -2.62  5.49  0.20
H  -5.42  -3.68  4.18  0.22
H  -6.35  -2.11  4.43  0.22
C  2.48  4.81  -2.73  0.75
O  2.19  3.71  -2.33  -0.72
N  1.61  5.27  -3.56  -0.81
N  3.52  5.55  -2.49  -0.81
H  0.80  4.69  -3.75  0.42
H  1.67  6.23  -3.89  0.37
H  3.50  6.44  -2.97  0.39
H  4.31  5.31  -1.89  0.42
C  -1.33  6.51  2.42  0.76
O  -1.19  5.28  2.18  -0.71
N  -1.25  7.54  1.60  -0.82
N  -1.62  6.97  3.60  -0.81
H  -1.60  8.46  1.83  0.39
H  -1.04  7.36  0.63  0.40
H  -1.78  7.97  3.58  0.37
H  -2.08  6.33  4.24  0.42
C  2.74  -1.16  2.73  -0.27
O  2.48  -1.59  1.39  -0.55
C  3.41  -2.58  1.08  -0.07
C  3.39  -3.02  -0.45  -0.25
N  1.98  -3.53  -0.77  -0.61
C  1.91  -5.01  -0.61  -0.29
C  2.37  -5.96  -1.74  -0.08
O  3.48  -6.73  -1.35  -0.55
C  3.28  -7.68  -0.28  -0.27
H  2.01  -0.44  3.09  0.19
H  3.74  -0.77  2.94  0.18
H  2.54  -1.90  3.51  0.19
H  3.31  -3.46  1.71  0.17
H  4.44  -2.23  1.18  0.17
H  4.15  -3.78  -0.63  0.20
H  3.51  -2.20  -1.15  0.19
H  2.04  -3.48  -1.77  0.33
H  0.83  -5.06  -0.79  0.21
H  2.10  -5.25  0.43  0.21
H  2.67  -5.41  -2.64  0.19
H  1.66  -6.77  -1.91  0.18
H  2.44  -8.36  -0.38  0.17
H  3.25  -7.18  0.70  0.17
H  4.11  -8.39  -0.30  0.20

Its strongest force on any atom is 5.5 eV Å⁻¹. As for the highest occupied orbital energy: -0.237 Ha. The calculation puts the total energy at -37573.096 eV. For the gap between HOMO and LUMO, the calculation gives 2.66 eV.

***

The following is a quantum chemistry calculation of C14H18ClNO2S in the gas phase, from the Open Molecules 2025 dataset.

Each line ends with the natural charge from an NBO analysis.
Element x y z (Å)
O  2.45  -0.09  0.94  -0.62
C  1.43  0.23  1.52  0.67
C  1.11  -0.19  2.95  -0.64
S  1.96  -1.72  3.42  0.23
C  0.82  -2.97  2.71  -0.54
C  0.58  -2.74  1.26  -0.07
C  1.63  -2.83  0.35  -0.11
C  1.42  -2.57  -0.99  -0.24
C  0.15  -2.24  -1.43  -0.05
Cl  -0.11  -1.89  -3.11  0.00
C  -0.91  -2.17  -0.55  -0.24
C  -0.69  -2.41  0.79  -0.21
N  0.49  1.03  0.97  -0.62
C  0.60  1.55  -0.37  -0.24
C  -0.75  1.39  -1.09  0.09
C  -0.74  2.04  -2.48  -0.43
C  -1.31  3.43  -2.20  -0.43
C  -2.30  3.13  -1.08  -0.06
O  -1.76  2.06  -0.34  -0.55
H  1.49  0.57  3.63  0.25
H  0.04  -0.32  3.10  0.22
H  1.32  -3.92  2.89  0.24
H  -0.11  -2.94  3.28  0.22
H  2.62  -3.06  0.70  0.22
H  2.25  -2.61  -1.69  0.23
H  -1.90  -1.93  -0.90  0.23
H  -1.52  -2.35  1.49  0.21
H  -0.35  1.27  1.46  0.41
H  0.87  2.61  -0.34  0.19
H  1.38  0.99  -0.88  0.24
H  -1.00  0.33  -1.13  0.19
H  -1.40  1.49  -3.15  0.22
H  0.26  2.06  -2.91  0.22
H  -0.52  4.10  -1.85  0.20
H  -1.78  3.88  -3.07  0.22
H  -3.27  2.83  -1.50  0.16
H  -2.46  3.97  -0.40  0.19

Its strongest force on any atom is 0.8 eV Å⁻¹. As for the highest occupied orbital energy: -0.315 Ha. The calculation puts the total energy at -43753.562 eV. The SMILES is O=C(CSCc1ccc(Cl)cc1)NC[C@@H]1CCCO1. For the gap between HOMO and LUMO, the calculation gives 9.26 eV.

***

Q: gap between HOMO and LUMO of number 2 (C27H56CaNO8)?
A: 6.33 eV

***

Q: gap between HOMO and LUMO of number 4 (C14H18ClNO2S)?
A: 9.26 eV

***

Q: Which formula does entry 3 have?
A: C12H29N5O8Sr